[1]
{
  "formula": "C25H21Cl6N5O8STi",
  "method": "ωB97M-V with the def2-TZVPD basis set",
  "e_tot_ha": -5849.96702,
  "relative_energy_kcal_mol": 29.8,
  "symbols": ["Ti", "Cl", "C", "C", "Cl", "C", "Cl", "C", "O", "C", "Cl", "C", "Cl", "O", "C", "O", "C", "C", "C", "N", "C", "C", "C", "O", "O", "H", "H", "H", "C", "C", "C", "C", "Cl", "C", "C", "C", "O", "C", "C", "O", "O", "H", "H", "H", "H", "H", "H", "H", "H", "S", "C", "N", "C", "C", "N", "H", "H", "H", "H", "H", "H", "N", "N", "H", "H", "H", "H"],
  "positions_angstrom": [[0.1705, -0.9161, -0.5277], [-1.6966, -4.1063, -6.8096], [-1.4610, -3.1852, -5.3797], [-1.4891, -1.7931, -5.4272], [-1.7064, -0.9837, -6.9262], [-1.3308, -1.0541, -4.2637], [-1.3390, 0.6727, -4.2883], [-1.1339, -1.6837, -3.0426], [-0.9597, -0.9578, -1.9216], [-1.0691, -3.0765, -3.0150], [-0.7255, -3.8251, -1.5000], [-1.2367, -3.8275, -4.1671], [-1.1620, -5.5396, -4.0800], [-3.7746, -3.0350, 4.8778], [-2.9767, -3.6863, 4.1851], [-2.7213, -4.9059, 4.0661], [-2.2210, -2.8860, 3.0994], [-2.9199, -2.0275, 2.2569], [-2.3033, -1.4836, 1.1532], [-1.0192, -1.7448, 0.8745], [-0.3282, -2.5856, 1.6979], [-0.8843, -3.1838, 2.7779], [1.1037, -2.7304, 1.3003], [1.9486, -3.2831, 1.9342], [1.3368, -2.1398, 0.0990], [-3.9470, -1.7783, 2.4931], [-2.8122, -0.8100, 0.4783], [-0.3132, -3.8836, 3.3732], [0.1784, 5.1111, 2.3914], [-1.1405, 4.5478, 1.9317], [-2.3020, 4.7245, 2.6664], [-3.5087, 4.1951, 2.2281], [-4.9484, 4.4384, 3.1743], [-3.5725, 3.4800, 1.0517], [-2.4153, 3.2916, 0.3032], [-1.2183, 3.8205, 0.7454], [-0.0247, 3.7052, 0.0709], [0.0428, 2.9245, -1.0935], [0.1257, 1.4578, -0.7641], [1.1467, 0.7723, -1.1380], [-0.7694, 0.8558, -0.1145], [0.0475, 5.7064, 3.2950], [0.6260, 5.7401, 1.6197], [0.8884, 4.3075, 2.6046], [-2.2680, 5.2816, 3.5969], [-4.5141, 3.0639, 0.7158], [-2.4743, 2.7076, -0.6049], [0.9636, 3.1973, -1.5950], [-0.7952, 3.0996, -1.7699], [1.3194, 0.2627, 1.9639], [2.9758, 0.1671, 1.5821], [3.7718, -0.8820, 1.7641], [5.1579, -0.6362, 1.3598], [5.0723, 0.7675, 0.7284], [3.7107, 1.1742, 1.0894], [3.3999, -1.7857, 2.0076], [5.5039, -1.3880, 0.6561], [5.8169, -0.6521, 2.2248], [5.1977, 0.7378, -0.3534], [5.8112, 1.4478, 1.1414], [3.2726, 2.0257, 0.7869], [1.7603, -0.7866, -3.5230], [1.7224, -1.6052, -2.3591], [2.6541, -0.8525, -3.9845], [1.6174, 0.1657, -3.2213], [2.5914, -1.5945, -1.8462], [1.5479, -2.5546, -2.6505]],
  "atomic_forces_ev_per_a": [[0.990, 1.063, -1.097], [0.025, 0.026, 0.016], [-0.007, -0.034, -0.139], [-0.050, 0.098, -0.108], [-0.013, -0.036, 0.041], [-0.084, 0.386, 0.014], [-0.010, -0.147, 0.003], [0.151, 0.039, 0.413], [-0.797, -0.785, -1.237], [0.010, 0.117, 0.300], [-0.176, -0.213, -0.213], [-0.027, -0.171, -0.014], [-0.008, 0.013, -0.046], [0.503, -0.315, -0.219], [-0.451, -0.216, -0.135], [-0.004, 0.706, 0.283], [-0.031, -0.529, -0.192], [-0.094, 0.129, 0.229], [0.264, 0.079, -0.019], [-0.116, -0.403, 0.780], [0.067, 0.393, -0.437], [-0.253, -0.108, 0.433], [-0.502, 0.244, -0.307], [0.501, -0.226, 0.192], [0.679, -1.378, 1.044], [0.039, -0.055, -0.011], [-0.014, 0.040, -0.050], [-0.058, 0.003, 0.005], [-0.062, -0.054, -0.005], [0.061, 0.100, 0.188], [-0.030, 0.062, 0.093], [0.038, 0.050, 0.065], [0.079, -0.013, -0.042], [-0.041, -0.045, -0.109], [-0.176, -0.024, -0.034], [-0.050, 0.020, -0.037], [0.155, -0.030, -0.039], [-0.021, 0.040, 0.119], [0.156, -0.064, 0.140], [-0.506, 0.411, 0.058], [0.106, 0.467, -0.142], [-0.002, -0.038, -0.043], [-0.022, -0.010, 0.026], [-0.042, 0.026, -0.012], [-0.014, -0.049, -0.089], [0.057, 0.030, 0.025], [-0.013, 0.016, 0.068], [0.107, 0.092, -0.094], [-0.082, 0.012, -0.071], [0.281, 0.146, -0.082], [-0.124, 0.072, 0.164], [0.179, -0.165, -0.201], [-0.250, 0.024, 0.067], [-0.278, 0.017, 0.112], [0.194, 0.192, -0.147], [-0.066, -0.201, 0.129], [-0.008, -0.063, -0.061], [0.023, 0.009, 0.094], [-0.028, 0.003, -0.083], [0.029, 0.050, 0.042], [-0.023, 0.005, 0.021], [-0.212, -0.069, -0.077], [-0.315, 0.449, 0.260], [0.214, -0.013, -0.103], [-0.017, 0.158, 0.039], [0.280, -0.058, 0.187], [-0.109, -0.278, 0.046]]
}

=====

[2]
{
  "formula": "C25H21ClN3O8S",
  "method": "ωB97M-V with the def2-TZVPD basis set",
  "e_tot_ha": -2589.69309,
  "relative_energy_kcal_mol": 0.0,
  "charge": -1,
  "symbols": ["C", "C", "O", "C", "C", "C", "C", "C", "Cl", "C", "C", "C", "O", "H", "H", "H", "H", "H", "H", "H", "H", "H", "H", "C", "C", "C", "C", "C", "S", "O", "O", "N", "C", "C", "C", "N", "O", "O", "C", "C", "C", "C", "N", "O", "O", "C", "C", "C", "H", "H", "H", "H", "H", "H", "H", "H", "H", "H", "H"],
  "positions_angstrom": [[1.3209, 4.0988, 2.5786], [1.2463, 2.7026, 3.1620], [0.2081, 1.9283, 2.5203], [0.0259, 0.7283, 3.1779], [-1.1112, -0.0311, 2.6880], [-1.7304, -1.0447, 3.4367], [-1.0759, -1.6538, 4.5589], [-1.6679, -2.7034, 5.2528], [-0.8047, -3.4567, 6.5268], [-2.9414, -3.1863, 4.8975], [-3.6257, -2.5650, 3.8410], [-3.0528, -1.5224, 3.1282], [0.8047, 0.4142, 4.0850], [2.3473, 4.4632, 2.7050], [1.0571, 4.1640, 1.5168], [0.6648, 4.7755, 3.1426], [2.2016, 2.1708, 3.0292], [1.0298, 2.7812, 4.2389], [-1.5845, 0.3182, 1.7793], [-0.0875, -1.2992, 4.8315], [-3.3510, -4.0407, 5.4308], [-4.6176, -2.9294, 3.5687], [-3.6021, -1.0354, 2.3141], [2.0474, 4.5924, -2.3553], [1.0254, 3.4978, -2.3761], [0.4842, 3.0886, -3.5972], [-0.4770, 2.0812, -3.6567], [-0.8832, 1.4684, -2.4627], [-2.0132, 0.0896, -2.4690], [-3.0534, 0.2171, -1.4859], [-2.2490, -0.3380, -3.8207], [-0.9909, -1.0838, -1.7126], [0.0868, -1.6999, -2.3862], [0.6878, -1.3894, -3.5921], [1.8304, -2.1343, -3.9292], [2.6967, -1.6758, -4.9664], [3.7478, -2.3238, -5.1812], [2.4092, -0.6458, -5.6133], [2.2523, -3.2561, -3.1574], [1.6281, -3.5451, -1.9475], [0.5616, -2.7377, -1.5442], [-0.2605, -2.6877, -0.3461], [-0.3128, -3.7075, 0.6128], [0.4480, -4.6968, 0.4985], [-1.1510, -3.6097, 1.5436], [-1.1530, -1.6305, -0.4634], [-0.3595, 1.8743, -1.2353], [0.6127, 2.8651, -1.2001], [2.4320, 4.7421, -1.3433], [2.8909, 4.3342, -3.0061], [1.6253, 5.5393, -2.7167], [0.8310, 3.5607, -4.5188], [-0.8822, 1.7462, -4.6108], [0.3375, -0.6007, -4.2472], [3.0932, -3.8489, -3.5049], [1.9528, -4.3657, -1.3134], [-1.9088, -1.3336, 0.2486], [-0.6926, 1.4027, -0.3137], [1.0523, 3.1341, -0.2407]],
  "atomic_forces_ev_per_a": [[-0.080, 0.361, 0.142], [-0.050, -0.370, -0.284], [0.633, 0.926, 0.257], [-1.111, -1.880, -0.197], [1.442, 1.457, -0.081], [-0.574, -1.187, 0.816], [-0.331, -0.283, 0.001], [-1.096, 0.854, -1.670], [0.386, -0.385, 0.693], [0.288, 0.051, 0.137], [0.399, -0.085, 0.163], [0.621, 0.205, 0.117], [-0.269, 0.447, -0.272], [-0.163, 0.067, -0.079], [0.056, -0.121, 0.246], [0.053, -0.074, -0.329], [-0.287, 0.162, 0.188], [0.226, -0.238, -0.369], [-0.261, 0.351, 0.150], [-0.242, -0.156, -0.043], [-0.044, 0.197, -0.109], [0.207, 0.104, 0.063], [0.143, -0.200, 0.256], [0.282, 0.108, 0.066], [-0.170, -0.255, -0.045], [-0.304, -0.156, -0.042], [0.052, -0.254, 0.226], [-0.086, 0.332, -0.243], [0.426, -0.254, 1.081], [0.337, 0.305, -0.840], [0.133, 0.279, 0.758], [0.115, 0.297, -0.851], [-0.070, -0.499, 0.693], [0.680, -0.067, -0.352], [-0.771, -0.654, 1.615], [1.773, 0.557, -2.348], [-1.845, 1.086, 0.385], [0.164, -1.661, 1.237], [-0.276, 0.580, 0.140], [0.174, -0.006, -0.610], [-0.452, 0.287, 0.340], [-0.026, 0.911, -1.573], [-0.895, -1.749, 3.081], [-0.905, 1.670, -0.194], [1.707, 0.031, -2.143], [0.454, -1.350, -0.162], [-0.053, -0.189, -0.045], [-0.138, 0.011, -0.098], [-0.036, 0.060, -0.140], [-0.111, 0.091, 0.094], [0.070, -0.204, 0.098], [-0.151, -0.136, 0.234], [0.079, 0.071, 0.242], [0.165, -0.024, 0.165], [-0.134, 0.250, 0.112], [-0.070, 0.205, -0.231], [-0.035, 0.100, -0.171], [0.124, 0.063, -0.018], [-0.157, -0.035, -0.257]]
}